{
  "formula": "C23H24GaN4O5S2",
  "method": "the ωB97M-V functional and the def2-TZVPD basis",
  "lumo_ev": -3.31,
  "homo_lumo_gap_ev": 8.1,
  "largest_force_ev_per_a": 0.5,
  "total_charge": 1,
  "species": ["Ga", "N", "C", "C", "C", "C", "C", "C", "N", "C", "C", "C", "S", "C", "N", "H", "H", "H", "H", "H", "H", "H", "C", "C", "C", "C", "C", "C", "C", "S", "O", "O", "N", "C", "C", "O", "O", "H", "H", "H", "H", "H", "H", "H", "H", "H", "C", "C", "C", "O", "C", "H", "H", "H", "H", "H", "H", "H", "H"],
  "positions_angstrom": [[0.922, -0.138, 0.412], [0.626, -3.990, 1.508], [-0.755, -3.820, 1.569], [-1.799, -4.720, 1.743], [-3.071, -4.187, 1.737], [-3.297, -2.810, 1.566], [-2.258, -1.920, 1.400], [-0.970, -2.453, 1.405], [0.267, -1.835, 1.265], [1.178, -2.785, 1.306], [2.584, -2.445, 1.107], [3.711, -3.189, 1.217], [5.075, -2.225, 0.872], [4.069, -0.883, 0.592], [2.803, -1.131, 0.750], [1.117, -4.869, 1.526], [-1.629, -5.781, 1.871], [-3.919, -4.846, 1.864], [-4.315, -2.444, 1.564], [-2.421, -0.861, 1.254], [3.818, -4.228, 1.486], [4.453, 0.085, 0.299], [-2.970, 2.052, -5.782], [-2.285, 2.035, -4.445], [-1.718, 3.204, -3.931], [-1.096, 3.212, -2.699], [-1.040, 2.025, -1.973], [-1.597, 0.846, -2.455], [-2.218, 0.866, -3.691], [-0.197, 2.043, -0.449], [-0.776, 0.921, 0.393], [-0.290, 3.339, 0.153], [1.325, 1.524, -0.622], [1.771, 1.105, -1.965], [1.312, -0.321, -2.321], [1.407, -0.737, -3.447], [0.869, -1.015, -1.293], [-2.388, 2.617, -6.510], [-3.948, 2.532, -5.703], [-3.119, 1.044, -6.164], [-1.768, 4.120, -4.508], [-0.669, 4.119, -2.292], [-1.532, -0.069, -1.884], [-2.649, -0.047, -4.083], [2.862, 1.111, -1.970], [1.451, 1.784, -2.753], [1.579, 2.557, 3.684], [0.095, 2.189, 3.635], [0.154, 0.726, 3.258], [1.276, 0.636, 2.327], [2.137, 1.814, 2.482], [2.033, 2.199, 4.609], [1.754, 3.628, 3.603], [-0.409, 2.755, 2.849], [-0.419, 2.351, 4.580], [-0.736, 0.365, 2.750], [0.378, 0.086, 4.111], [2.072, 2.402, 1.570], [3.157, 1.459, 2.622]],
  "nbo_charge": [1.903, -0.498, 0.177, -0.243, -0.184, -0.182, -0.204, 0.084, -0.594, 0.426, 0.076, -0.388, 0.566, -0.104, -0.503, 0.436, 0.234, 0.234, 0.232, 0.246, 0.265, 0.257, -0.638, 0.046, -0.211, -0.154, -0.416, -0.099, -0.224, 2.302, -1.033, -0.904, -1.087, -0.351, 0.771, -0.592, -0.879, 0.231, 0.235, 0.226, 0.227, 0.245, 0.235, 0.227, 0.226, 0.243, -0.430, -0.435, -0.056, -0.619, -0.068, 0.212, 0.242, 0.236, 0.237, 0.213, 0.190, 0.221, 0.193]
}

=====

{
  "formula": "C34H66O23S5",
  "method": "the ωB97M-V functional and the def2-TZVPD basis",
  "lumo_ev": -0.28,
  "homo_lumo_gap_ev": 8.3,
  "relative_energy_ev": 3.229,
  "largest_force_ev_per_a": 5.5,
  "species": ["C", "C", "C", "O", "C", "O", "O", "H", "H", "H", "H", "H", "H", "C", "C", "C", "O", "C", "O", "O", "H", "H", "H", "H", "H", "H", "C", "C", "C", "O", "C", "O", "O", "H", "H", "H", "H", "H", "H", "C", "C", "C", "O", "C", "O", "O", "H", "H", "H", "H", "H", "H", "C", "C", "C", "O", "C", "O", "O", "H", "H", "H", "H", "H", "H", "C", "C", "C", "O", "C", "O", "O", "H", "H", "H", "H", "H", "H", "C", "S", "O", "C", "H", "H", "H", "H", "H", "H", "C", "S", "O", "C", "H", "H", "H", "H", "H", "H", "C", "S", "O", "C", "H", "H", "H", "H", "H", "H", "C", "S", "O", "C", "H", "H", "H", "H", "H", "H", "C", "S", "O", "C", "H", "H", "H", "H", "H", "H"],
  "positions_angstrom": [[-4.788, -3.440, -0.912], [-3.583, -2.769, -0.291], [-3.880, -1.782, 0.821], [-2.756, -1.941, 1.669], [-2.168, -3.128, 1.458], [-1.267, -3.583, 2.105], [-2.663, -3.719, 0.350], [-5.418, -3.862, -0.121], [-4.526, -4.264, -1.573], [-5.444, -2.764, -1.461], [-2.965, -2.349, -1.090], [-4.797, -2.144, 1.293], [-3.856, -0.764, 0.447], [2.732, -2.079, 3.297], [2.449, -3.532, 3.045], [1.015, -3.980, 3.301], [0.488, -4.338, 2.037], [1.415, -4.160, 1.095], [1.105, -4.208, -0.068], [2.585, -3.812, 1.628], [2.029, -1.419, 2.782], [3.714, -1.790, 2.911], [2.794, -1.804, 4.352], [3.161, -4.215, 3.507], [0.318, -3.263, 3.737], [1.053, -4.846, 3.969], [3.696, 1.983, 4.256], [4.155, 1.323, 2.956], [3.297, 1.793, 1.794], [3.929, 3.036, 1.440], [5.221, 2.924, 1.781], [6.089, 3.655, 1.422], [5.431, 1.909, 2.672], [3.810, 3.064, 4.365], [3.982, 1.518, 5.201], [2.598, 1.912, 4.319], [4.148, 0.253, 3.133], [2.294, 2.094, 2.089], [3.189, 1.063, 0.992], [-0.939, 0.481, 0.376], [0.441, 0.581, -0.270], [1.326, -0.626, -0.062], [1.955, -0.786, -1.311], [1.164, -0.233, -2.303], [1.423, -0.246, -3.460], [0.258, 0.559, -1.707], [-1.316, -0.524, 0.194], [-1.581, 1.149, -0.205], [-1.002, 0.816, 1.405], [0.919, 1.533, -0.037], [0.918, -1.555, 0.348], [2.123, -0.372, 0.650], [-1.384, -3.639, -2.384], [-2.368, -3.096, -3.411], [-2.518, -3.827, -4.738], [-3.930, -3.725, -4.981], [-4.558, -3.432, -3.814], [-5.740, -3.276, -3.677], [-3.665, -3.219, -2.864], [-1.603, -4.624, -1.976], [-1.222, -2.955, -1.548], [-0.351, -3.683, -2.745], [-2.169, -2.035, -3.606], [-2.126, -4.839, -4.582], [-1.934, -3.442, -5.569], [3.898, 1.661, -6.475], [2.555, 1.407, -7.121], [1.445, 1.030, -6.145], [0.314, 1.699, -6.705], [0.711, 2.662, -7.517], [-0.036, 3.380, -8.125], [2.040, 2.668, -7.652], [4.039, 0.786, -5.835], [3.995, 2.597, -5.923], [4.764, 1.773, -7.132], [2.599, 0.827, -8.047], [1.535, 1.353, -5.112], [1.288, -0.047, -6.192], [-2.938, 3.436, 1.918], [-4.499, 2.556, 2.223], [-4.428, 1.233, 1.526], [-4.293, 2.277, 3.974], [-2.832, 4.288, 2.586], [-3.004, 3.688, 0.862], [-2.125, 2.724, 2.071], [-4.867, 1.388, 4.226], [-4.705, 3.153, 4.483], [-3.284, 2.235, 4.394], [5.414, -3.161, -0.541], [5.686, -1.388, -0.382], [5.358, -0.981, 1.018], [4.258, -0.877, -1.480], [5.986, -3.740, 0.179], [5.721, -3.291, -1.579], [4.363, -3.361, -0.324], [4.383, -1.453, -2.398], [4.309, 0.167, -1.780], [3.352, -1.098, -0.919], [1.925, 5.922, 1.058], [0.586, 4.623, 1.049], [1.130, 3.539, 0.157], [0.865, 4.074, 2.763], [1.400, 6.876, 1.029], [2.483, 5.712, 0.152], [2.477, 5.854, 1.989], [0.270, 3.183, 2.970], [0.449, 4.840, 3.425], [1.911, 3.904, 3.003], [-3.576, 1.643, -2.210], [-5.098, 1.385, -3.204], [-5.603, 0.061, -2.742], [-6.119, 2.607, -2.264], [-4.105, 1.462, -1.266], [-3.024, 2.571, -2.309], [-2.940, 0.760, -2.265], [-5.618, 3.579, -2.248], [-6.177, 2.223, -1.246], [-7.079, 2.768, -2.745], [0.451, 0.386, 5.921], [-0.684, 1.101, 4.717], [0.055, 1.235, 3.416], [-1.743, -0.379, 4.531], [0.947, 1.181, 6.476], [1.175, -0.069, 5.242], [-0.079, -0.287, 6.587], [-1.187, -1.308, 4.424], [-2.398, -0.209, 3.677], [-2.405, -0.392, 5.401]],
  "mulliken_charge": [-1.879, 1.544, -0.084, -0.075, 0.374, -0.567, -0.306, 0.487, 0.392, 0.309, -0.414, 0.347, 0.014, -0.762, 0.165, -0.190, -0.247, 0.669, -0.550, -0.202, -0.035, 0.235, 0.491, 0.505, -0.165, 0.285, -1.495, 1.490, 2.027, -0.312, 0.543, -0.589, -0.399, 0.390, 0.392, 0.065, 0.145, -0.855, -1.115, 0.476, 2.711, 1.846, -0.314, 0.359, -0.552, -0.397, -0.432, 0.139, -0.706, -0.943, -1.299, -1.579, -0.936, 0.553, -0.498, -0.384, 0.502, -0.552, -0.134, 0.342, -0.341, 0.599, 0.097, 0.297, 0.352, -1.348, 0.463, -0.137, -0.314, 0.598, -0.588, -0.376, 0.316, 0.338, 0.365, 0.309, 0.186, 0.198, -0.424, 0.251, -0.445, -0.831, 0.538, 0.392, -0.312, 0.310, 0.497, 0.045, -0.715, 0.242, -0.512, -0.466, 0.372, 0.394, -0.006, 0.488, 0.388, -0.076, -1.077, 0.453, -0.572, 0.108, 0.448, 0.335, 0.254, -0.724, 0.721, 0.085, -0.223, 0.358, -0.518, -0.922, -0.101, 0.510, -0.063, 0.374, 0.216, 0.363, -0.625, 0.365, -0.438, -0.425, 0.358, -0.208, 0.469, 0.090, -0.160, 0.573]
}

=====

{
  "formula": "H30O15",
  "method": "the ωB97M-V functional and the def2-TZVPD basis",
  "lumo_ev": -0.44,
  "homo_lumo_gap_ev": 9.9,
  "relative_energy_ev": 4.029,
  "largest_force_ev_per_a": 1.6,
  "species": ["H", "H", "H", "H", "H", "H", "H", "H", "H", "H", "H", "H", "H", "H", "H", "H", "H", "H", "H", "H", "H", "H", "H", "H", "H", "H", "H", "H", "H", "H", "O", "O", "O", "O", "O", "O", "O", "O", "O", "O", "O", "O", "O", "O", "O"],
  "positions_angstrom": [[-0.365, -0.764, -0.782], [-0.440, -0.202, 0.628], [1.052, -1.252, -4.497], [1.674, -0.857, -5.826], [1.538, 3.933, 0.029], [1.618, 3.393, 1.448], [2.178, -1.208, 2.061], [1.647, 0.078, 1.450], [-3.111, -1.263, 3.261], [-1.971, -0.323, 3.621], [-0.659, -0.790, -3.768], [0.431, 0.058, -3.133], [0.026, 2.988, -2.047], [-1.438, 3.140, -1.668], [2.233, -2.527, -2.714], [1.607, -1.812, -1.528], [-2.019, 2.352, -3.462], [-1.990, 0.835, -3.544], [-2.069, 1.906, 3.691], [-0.914, 1.372, 4.523], [2.599, -4.163, -0.282], [1.145, -3.768, -0.085], [3.940, -1.750, -1.414], [3.037, -2.968, -1.305], [0.181, 2.347, 1.555], [-1.089, 2.770, 0.835], [0.580, 0.157, 4.906], [0.241, -1.305, 4.667], [-4.784, -0.205, 2.406], [-4.136, 0.429, 1.186], [-0.991, -0.430, -0.129], [0.824, -0.939, -5.380], [1.608, 3.110, 0.526], [1.867, -0.326, 2.296], [-2.454, -1.092, 3.946], [-0.264, -0.573, -2.916], [-0.660, 3.652, -1.915], [2.097, -1.648, -2.341], [-2.299, 1.616, -4.017], [-1.115, 1.767, 3.667], [1.727, -4.253, -0.681], [3.966, -2.711, -1.337], [-0.737, 2.087, 1.416], [-0.146, -0.473, 4.962], [-4.162, -0.390, 1.693]],
  "nbo_charge": [0.461, 0.471, 0.477, 0.477, 0.487, 0.471, 0.467, 0.469, 0.474, 0.484, 0.492, 0.481, 0.475, 0.469, 0.485, 0.467, 0.462, 0.473, 0.469, 0.471, 0.481, 0.476, 0.484, 0.450, 0.468, 0.459, 0.465, 0.484, 0.468, 0.479, -0.935, -0.958, -0.947, -0.935, -0.969, -0.964, -0.940, -0.943, -0.941, -0.941, -0.937, -0.961, -0.935, -0.944, -0.942]
}

=====

{
  "formula": "C35H33InN6O3S",
  "method": "the ωB97M-V functional and the def2-TZVPD basis",
  "lumo_ev": 4.20,
  "homo_lumo_gap_ev": 3.9,
  "relative_energy_ev": 1.453,
  "largest_force_ev_per_a": 5.4,
  "total_charge": -2,
  "species": ["In", "C", "C", "N", "N", "C", "N", "S", "C", "C", "C", "C", "C", "N", "H", "H", "H", "H", "H", "H", "H", "H", "H", "C", "C", "O", "C", "C", "C", "N", "N", "C", "O", "C", "C", "C", "C", "C", "C", "H", "H", "H", "H", "H", "H", "H", "H", "H", "H", "H", "H", "C", "C", "C", "C", "C", "C", "C", "C", "C", "C", "C", "C", "C", "C", "C", "H", "H", "H", "H", "H", "H", "H", "H", "H", "H", "O", "H", "H"],
  "positions_angstrom": [[0.788, 0.315, 0.190], [-0.464, 4.526, -1.101], [-0.435, 3.164, -0.543], [0.462, 2.284, -0.982], [1.255, 2.711, -1.972], [1.769, 1.768, -2.819], [2.727, 2.240, -3.647], [1.359, 0.090, -2.803], [-1.399, 2.708, 0.388], [-2.564, 3.436, 0.644], [-3.505, 2.829, 1.486], [-3.222, 1.623, 2.107], [-2.128, 0.891, 1.659], [-1.246, 1.463, 0.845], [0.556, 4.713, -1.370], [-0.888, 5.276, -0.409], [-1.182, 4.635, -1.897], [2.948, 3.214, -3.465], [3.113, 1.655, -4.358], [-2.851, 4.344, 0.090], [-4.436, 3.359, 1.648], [-3.905, 1.198, 2.844], [-2.041, -0.188, 1.904], [2.973, -4.061, -0.148], [2.837, -2.546, 0.086], [2.074, -2.084, 0.931], [3.785, -1.754, -0.659], [3.900, -0.376, -0.704], [5.077, 0.266, -1.396], [3.068, 0.428, 0.005], [3.507, 1.611, 0.389], [2.744, 2.184, 1.266], [1.613, 1.739, 1.686], [3.222, 3.398, 1.922], [4.356, 4.054, 1.560], [4.830, 5.196, 2.306], [4.076, 5.714, 3.293], [2.862, 5.089, 3.694], [2.458, 3.969, 3.007], [3.451, -4.586, 0.688], [3.414, -4.210, -1.133], [1.921, -4.426, -0.153], [4.546, -2.313, -1.189], [5.677, -0.505, -1.924], [5.627, 0.895, -0.699], [4.716, 0.949, -2.147], [4.952, 3.628, 0.742], [5.890, 5.564, 2.049], [4.454, 6.645, 3.784], [2.139, 5.509, 4.385], [1.508, 3.472, 3.202], [-0.540, -1.369, -0.376], [-1.543, -2.163, -0.513], [-2.675, -2.951, -0.709], [-3.073, -3.829, 0.387], [-3.693, -5.111, 0.163], [-3.962, -5.950, 1.217], [-3.672, -5.558, 2.495], [-3.126, -4.306, 2.763], [-2.800, -3.490, 1.733], [-3.348, -2.916, -2.026], [-2.750, -2.354, -3.109], [-3.380, -2.180, -4.335], [-4.683, -2.546, -4.439], [-5.412, -3.044, -3.316], [-4.780, -3.221, -2.112], [-3.976, -5.353, -0.816], [-4.477, -6.885, 0.907], [-3.807, -6.323, 3.332], [-2.885, -4.086, 3.812], [-2.377, -2.509, 1.909], [-1.690, -2.123, -3.004], [-2.776, -1.913, -5.230], [-5.159, -2.449, -5.419], [-6.461, -3.349, -3.439], [-5.240, -3.607, -1.197], [0.342, -0.656, 2.401], [0.924, -1.463, 2.596], [0.632, 0.003, 3.039]],
  "mulliken_charge": [1.576, -1.971, 0.810, 1.193, -1.390, 0.023, -0.349, -0.367, 0.654, -1.157, -0.242, -1.032, 0.500, 0.177, 0.452, 0.446, 0.363, 0.223, 0.241, 0.283, 0.396, 0.388, -0.234, -1.391, 0.927, -0.494, -1.105, 0.851, -1.133, 0.253, -0.539, 0.101, -0.793, 0.311, -0.032, -0.638, -0.131, -0.736, -0.270, 0.302, 0.365, 0.289, 0.109, 0.368, 0.246, 0.198, 0.367, 0.234, 0.270, 0.362, 0.349, -0.568, -0.270, -0.257, 0.373, -0.493, -0.651, -0.335, -0.569, -0.236, 0.250, -0.334, -0.772, -0.200, -0.645, -0.452, 0.650, 0.284, 0.183, 0.328, 0.277, 0.349, 0.293, 0.290, 0.312, 0.498, -0.425, 0.266, 0.231]
}

=====

no.,calculated total energy (eV)
1,-114482.69427
2,-137589.96512
3,-31197.63629
4,-67920.29640